P | {
  "formula": "C7H13N2O2",
  "method": "wB97M-V/def2-TZVPD",
  "total_charge": 1,
  "e_lumo_ev": -2.8,
  "mol_weight_g_mol": 157.193,
  "orbital_gap_ev": 10.742,
  "elements": ["O", "O", "N", "N", "C", "C", "C", "C", "C", "C", "C", "H", "H", "H", "H", "H", "H", "H", "H", "H", "H", "H", "H", "H"],
  "xyz": [[-1.60546, -2.07287, -0.73996], [0.27523, -1.43710, 0.34470], [2.65045, -0.15242, 0.99897], [2.48235, -0.72772, -1.12146], [3.50550, -0.54541, -0.09759], [2.73064, 0.61454, -0.35204], [-0.51718, 1.30593, 0.66802], [-2.64945, 0.49293, -0.60999], [-2.81083, 0.24582, 0.82725], [-0.90968, -1.16584, -0.03207], [-1.37739, 0.16207, 0.15607], [-0.11636, 1.14213, 1.66089], [2.85252, -0.59506, -2.06130], [0.25183, 1.46510, -0.00647], [1.86518, -0.75601, 1.25577], [-3.10761, -0.33309, -1.22132], [1.70847, -1.45357, -1.02381], [-2.83447, 1.06781, 1.50513], [-2.70334, 1.50438, -0.95977], [-1.11315, 2.20722, 0.76017], [-3.29354, -0.66181, 1.14100], [4.51600, -1.16339, -0.11932], [-1.21177, -2.90720, -0.55704], [3.23106, 0.36412, 1.68691]]
}

---

Q | {
  "formula": "C7H13N2O2",
  "method": "wB97M-V/def2-TZVPD",
  "total_charge": 1,
  "e_lumo_ev": -5.0,
  "mol_weight_g_mol": 157.193,
  "orbital_gap_ev": 8.908,
  "elements": ["O", "O", "N", "N", "C", "C", "C", "C", "C", "C", "C", "H", "H", "H", "H", "H", "H", "H", "H", "H", "H", "H", "H", "H"],
  "xyz": [[0.46768, 1.60806, -0.03104], [-2.44217, 1.29035, -1.13522], [0.01411, 0.37697, -0.10219], [1.84429, 1.63575, 0.09931], [-2.57000, 0.43530, -0.16570], [1.06408, -0.43898, -0.12112], [-2.58663, -0.95704, -0.56463], [3.73267, 0.30833, 0.09528], [-2.31415, 1.00750, 1.15722], [2.26216, 0.40125, 0.04102], [1.19871, -1.86780, -0.14287], [-3.41772, -1.06004, -1.30386], [2.07142, -2.20107, 0.47606], [-2.38159, 2.15593, -0.79442], [3.92621, 1.39434, -0.26698], [-2.60022, -1.59487, 0.21106], [-1.77085, -1.01281, -1.22869], [4.23251, 0.07500, 1.07207], [-1.60721, 0.37871, 1.84013], [4.11123, -0.30892, -0.75626], [1.37487, -2.21096, -1.15138], [-3.26462, 1.19062, 1.73146], [-1.66478, 1.91974, 1.00959], [0.31999, -2.52535, 0.03114]]
}

---

R | {
  "formula": "C7H13N2O2",
  "method": "wB97M-V/def2-TZVPD",
  "total_charge": 1,
  "e_lumo_ev": -3.3,
  "mol_weight_g_mol": 157.193,
  "orbital_gap_ev": 8.467,
  "smiles": "CC(/C=C\\C=C(/N)[NH3+])=C(O)O",
  "elements": ["O", "O", "N", "N", "C", "C", "C", "C", "C", "C", "C", "H", "H", "H", "H", "H", "H", "H", "H", "H", "H", "H", "H", "H"],
  "xyz": [[1.43659, -1.03435, -1.28022], [1.54923, -1.13133, 1.04144], [-1.41350, -1.41875, 1.17059], [-1.22406, -1.71783, -1.18661], [0.44911, 1.55991, -1.13339], [-1.35867, -0.78085, -0.17271], [1.29928, -0.37259, -0.07793], [1.17725, 1.73968, 1.27099], [-0.87575, 1.35350, -1.33498], [1.12919, 0.94776, 0.05855], [-1.57594, 0.51501, -0.23105], [-0.62514, -2.01645, 1.31230], [-0.74141, -1.30258, -2.06433], [1.45429, -0.38648, -2.07406], [1.60183, 2.63567, 1.10654], [-2.10298, 1.01293, 0.50168], [1.04279, 2.42798, -1.49211], [2.47820, -1.56010, 0.92872], [0.25521, 1.91179, 1.77454], [-1.14243, -0.63112, 1.78417], [-2.25364, -1.91569, 1.22613], [-1.50092, 1.69368, -2.15363], [-0.93468, -2.69299, -0.94415], [1.87614, 1.16321, 1.96954]]
}

---

Most stable: R (next structure +14.9 kcal/mol)

---

P | {
  "formula": "C8H24N8O16",
  "method": "wB97M-V/def2-TZVPD",
  "e_lumo_ev": -0.2,
  "mol_weight_g_mol": 488.320,
  "orbital_gap_ev": 10.719,
  "smiles": "C[N+](=O)[O-].C[N+](=O)[O-].C[N+](=O)[O-].C[N+](=O)[O-].C[N+](=O)[O-].C[N+](=O)[O-].C[N+](=O)[O-].C[N+](=O)[O-]",
  "elements": ["O", "O", "O", "O", "O", "O", "O", "O", "O", "O", "O", "O", "O", "O", "O", "O", "N", "N", "N", "N", "N", "N", "N", "N", "C", "C", "C", "C", "C", "C", "C", "C", "H", "H", "H", "H", "H", "H", "H", "H", "H", "H", "H", "H", "H", "H", "H", "H", "H", "H", "H", "H", "H", "H", "H", "H"],
  "xyz": [[3.61365, 0.62744, 4.61896], [-2.59011, 3.21119, -1.65513], [0.59175, -3.73216, -2.96652], [-2.76710, -2.10199, 3.87873], [-2.81484, 1.33091, -2.73635], [0.61154, 4.22076, -1.72199], [-2.12285, -0.56060, -5.87810], [-1.45436, -1.83667, -0.85621], [1.84293, 2.82152, -0.71568], [1.94858, -5.07667, -1.91631], [-0.90044, -1.03980, 3.36924], [-0.78367, -0.58466, -4.16988], [1.28166, 1.11335, 1.93523], [2.09036, 2.02497, 5.15681], [-2.98818, -0.93562, 0.36530], [1.99357, -0.56418, 0.78482], [2.16426, 0.47218, 1.42689], [1.08453, 3.73305, -0.77182], [-2.37518, 2.46772, -2.61435], [1.36617, -3.99047, -2.05032], [-1.67733, -1.99397, 3.32897], [2.53137, 0.91559, 5.15224], [-1.96952, -0.88997, -0.26150], [-1.71661, -1.04709, -4.82914], [3.46688, 1.12751, 1.32764], [1.57384, -2.94418, -0.98313], [-2.41809, -2.27253, -4.28556], [-1.26460, 0.42464, -0.21507], [1.73696, -0.25514, 5.66723], [-1.40121, -3.02051, 2.35125], [0.48888, 4.17194, 0.55344], [-1.60052, 2.93372, -3.83480], [-2.11607, 3.86514, -4.24620], [2.50928, -0.94355, 5.92350], [0.83267, 5.21839, 0.62342], [4.22853, 0.37642, 1.13676], [-0.62590, 4.09875, 0.50834], [-1.62341, 2.16097, -4.59337], [-0.42254, 0.20115, 0.40647], [3.71373, 1.66698, 2.27498], [1.54901, -3.43566, -0.01615], [-2.13949, -2.72618, 1.51074], [-2.69362, -2.87801, -5.10688], [-3.15840, -1.97332, -3.60816], [-1.67614, -4.01023, 2.72362], [1.06395, -0.56013, 4.83633], [-1.67117, -2.65369, -3.63404], [0.95615, 3.55590, 1.32842], [1.24195, 0.06223, 6.59979], [-1.02639, 0.65706, -1.22884], [3.21967, 1.81941, 0.51021], [-1.98334, 1.14307, 0.17058], [2.48742, -2.48909, -1.22621], [-0.62976, 3.16060, -3.38936], [-0.37386, -2.85532, 2.01924], [0.79542, -2.21114, -0.97808]]
}

---

Q | {
  "formula": "C8H24N8O16",
  "method": "wB97M-V/def2-TZVPD",
  "e_lumo_ev": -0.7,
  "mol_weight_g_mol": 488.320,
  "orbital_gap_ev": 10.027,
  "smiles": "C[N+](=O)[O-].C[N+](=O)[O-].C[N+](=O)[O-].C[N+](=O)[O-].C[N+](=O)[O-].C[N+](=O)[O-].C[N+](=O)[O-].C[N+](=O)[O-]",
  "elements": ["O", "O", "O", "O", "O", "O", "O", "O", "O", "O", "O", "O", "O", "O", "O", "O", "N", "N", "N", "N", "N", "N", "N", "N", "C", "C", "C", "C", "C", "C", "C", "C", "H", "H", "H", "H", "H", "H", "H", "H", "H", "H", "H", "H", "H", "H", "H", "H", "H", "H", "H", "H", "H", "H", "H", "H"],
  "xyz": [[-6.78881, -1.55102, 0.99430], [-0.72892, 1.87507, -3.58588], [-1.75027, 1.21179, 1.35104], [3.74707, -3.57800, 0.40419], [1.82273, 3.42149, -1.41044], [-6.47312, -2.33464, -0.98457], [-3.48498, -2.43562, 2.75127], [-2.90943, -2.27908, 4.81435], [2.43021, -2.19707, 1.37373], [-3.20176, 2.47045, 0.40690], [1.01396, 2.00423, -4.80967], [3.63933, 4.25046, -2.16905], [-1.80674, -0.03951, -1.19017], [2.93397, 0.97178, 0.42889], [3.51256, 1.46204, 2.44367], [0.29153, 0.32912, -1.21643], [3.52957, -2.68415, 1.19600], [0.13645, 1.38239, -4.25828], [2.88251, 3.33945, -1.99118], [2.70009, 1.10602, 1.60820], [-6.12203, -1.68945, -0.00998], [-2.71456, -2.14606, 3.62792], [-0.66011, -0.41419, -1.05518], [-2.07934, 2.15503, 0.66813], [-1.37116, -1.62491, 3.23889], [1.34681, 0.75764, 2.12045], [-1.00544, 3.05823, 0.22292], [-4.86211, -0.94184, -0.10321], [0.17056, -0.10095, -4.37942], [-0.41056, -1.79535, -0.54236], [4.69153, -2.21380, 1.98933], [3.22138, 1.98455, -2.48132], [-1.35712, -2.24851, -0.27815], [0.99607, 1.61238, 2.69571], [-1.38394, 3.88005, -0.37331], [-5.00235, 0.08408, -0.42776], [-4.14213, -1.39788, -0.77946], [0.62582, -0.34975, -5.32957], [-4.37523, -1.00718, 0.86887], [-1.03837, -2.25380, 2.41302], [2.26162, 1.51423, -2.64338], [0.20790, -1.67160, 0.34225], [-0.64076, -1.77770, 4.02061], [0.75094, -0.41605, -3.51464], [5.13557, -3.08506, 2.45943], [-0.85397, -0.45304, -4.30998], [0.14109, -2.24477, -1.36579], [1.40628, -0.06638, 2.82400], [-0.26904, 2.49557, -0.35050], [3.84290, 2.02603, -3.36971], [5.40518, -1.70288, 1.35399], [-0.49824, 3.48351, 1.08791], [-1.65351, -0.62145, 2.91634], [3.76268, 1.42951, -1.71745], [4.27710, -1.55883, 2.75253], [0.70060, 0.57541, 1.27199]]
}

---

Most stable: Q (next structure +11.1 kcal/mol)

---

P | {
  "formula": "C6H35NO12",
  "method": "wB97M-V/def2-TZVPD",
  "e_lumo_ev": 0.3,
  "mol_weight_g_mol": 313.341,
  "orbital_gap_ev": 9.637,
  "smiles": "CCCNCCC=O.O.O.O.O.O.O.O.O.O.O.O",
  "elements": ["O", "O", "O", "O", "O", "O", "O", "O", "O", "O", "O", "O", "N", "C", "C", "C", "C", "C", "C", "H", "H", "H", "H", "H", "H", "H", "H", "H", "H", "H", "H", "H", "H", "H", "H", "H", "H", "H", "H", "H", "H", "H", "H", "H", "H", "H", "H", "H", "H", "H", "H", "H", "H", "H"],
  "xyz": [[-2.33143, 0.08078, -3.76965], [3.31849, -0.63991, -2.31988], [-0.06977, -1.57666, -3.30994], [-2.54609, -2.72145, 0.89929], [-2.84499, -0.74271, -1.12173], [2.25778, -2.24292, 2.32009], [-0.23995, -3.21738, 2.58534], [-1.53765, 2.16024, -0.05258], [-1.21142, -0.62998, 3.39703], [-3.42382, 2.51336, -2.93378], [1.17834, -1.11053, -0.34734], [-0.72310, -2.83028, -0.95095], [1.13863, 1.41004, 0.86944], [0.90564, 0.29635, 2.96421], [-0.59978, 0.27280, 2.86037], [2.59857, 3.33308, 0.04653], [2.17540, 1.90994, -0.06031], [1.55545, 1.47871, 2.31850], [1.77990, 4.47474, -0.66702], [3.54176, 3.49863, -0.51395], [2.16577, 4.68713, -1.64825], [-3.01854, -0.25508, -0.31494], [2.63269, 1.30270, 2.17956], [1.83885, 1.62499, -1.04710], [-0.51347, -0.74149, -3.47827], [-1.71022, 1.81253, -0.94020], [2.98744, -2.76063, 1.97781], [-3.22035, -3.36439, 1.13791], [1.40018, -2.72224, 2.37734], [-1.82592, -3.19207, 0.46902], [1.21406, -0.68372, 2.54886], [-0.83174, -2.88397, -1.92357], [-2.40113, 2.56960, 0.10422], [-2.52443, -1.65155, -1.01066], [0.35744, 2.07152, 0.86403], [-0.38711, -2.89835, 3.48941], [-0.05613, -2.11834, -0.80810], [3.46378, 0.00818, -3.01529], [0.76571, -1.33701, -2.88779], [-3.14140, -0.05439, -4.28429], [2.99713, 1.22791, 0.19793], [-3.88081, 1.95756, -2.28963], [1.65159, -1.65720, 0.30547], [0.82394, -0.47357, 0.33430], [1.62759, 2.44784, 2.79738], [-2.73694, 1.92132, -3.29072], [1.16289, 0.13811, 4.04116], [-1.12714, 1.00586, 2.22995], [-2.60837, -0.12842, -2.85668], [0.83532, 4.15587, -1.15906], [-1.14189, -2.91560, 2.25652], [2.83122, 3.75272, 1.07208], [1.59484, 5.25935, 0.03328], [3.30118, -1.50070, -2.75416]]
}

---

Q | {
  "formula": "C6H35NO12",
  "method": "wB97M-V/def2-TZVPD",
  "e_lumo_ev": -0.3,
  "mol_weight_g_mol": 313.341,
  "orbital_gap_ev": 9.175,
  "smiles": "CC(C)C[C@@H](N)C=O.O.O.O.O.O.O.O.O.O.O.O",
  "elements": ["O", "O", "O", "O", "O", "O", "O", "O", "O", "O", "O", "O", "N", "C", "C", "C", "C", "C", "C", "H", "H", "H", "H", "H", "H", "H", "H", "H", "H", "H", "H", "H", "H", "H", "H", "H", "H", "H", "H", "H", "H", "H", "H", "H", "H", "H", "H", "H", "H", "H", "H", "H", "H", "H"],
  "xyz": [[3.20082, 0.77729, -0.36395], [1.00667, 2.63221, -2.35153], [0.92280, -2.54719, -2.64375], [1.88635, -3.50915, -0.30644], [-2.58354, -0.15029, 4.04262], [0.27304, -2.35615, 1.61809], [2.60273, 1.67584, 2.12357], [-1.82245, 3.19584, -2.77883], [2.08252, -0.78511, 3.14453], [2.53233, -0.41582, -3.14253], [0.64950, 3.34183, 1.24418], [3.61652, -1.71873, 0.88607], [-1.33989, 1.34194, 2.07735], [-2.95453, -0.82091, -0.50584], [-3.08757, 0.05915, 0.74363], [-2.31975, -0.71159, 3.01049], [-1.90903, 0.01803, 1.74795], [-1.58549, -0.76396, -1.19093], [-4.06255, -0.33526, -1.48008], [0.15089, -1.98110, -2.53251], [1.26598, 3.09888, -3.15295], [-0.91324, 1.42512, 2.98872], [-0.12492, 2.76915, 1.08626], [1.69630, -1.95198, -2.78400], [-1.11350, -0.53064, 1.26111], [-1.57396, -1.38014, -2.07959], [-1.35989, 0.30447, -1.29681], [4.07801, 1.07221, -0.10184], [-2.35808, -1.81201, 2.94798], [3.54279, -0.81030, 0.52570], [1.71250, 2.08356, 2.07159], [1.51769, -3.22859, -1.17384], [0.82235, -2.65980, 0.88763], [2.58397, 1.19702, 0.25332], [-3.59077, 0.34254, -2.20794], [0.78130, -1.83679, 2.26970], [-2.15925, 1.94726, 2.12761], [-2.32300, 3.06033, -1.95460], [-3.20655, -1.85912, -0.26507], [2.69852, -1.04521, 2.45195], [3.25597, 2.35863, 2.32258], [-3.98271, -0.06519, 1.35213], [2.15537, -4.42149, -0.36762], [0.93346, 3.58686, 0.35189], [-3.16136, 1.12122, 0.45027], [3.12315, -0.28224, -2.37299], [3.04927, -2.30185, 0.33892], [-4.87161, 0.19760, -0.99866], [-0.89461, 3.08225, -2.48798], [2.16340, 0.18082, 3.17739], [-0.81423, -1.10467, -0.48932], [1.19044, 1.69318, -2.45377], [-4.35452, -1.16807, -2.12213], [2.97237, -0.00989, -3.89773]]
}

---

Most stable: Q (next structure +39.1 kcal/mol)

---

P | {
  "formula": "C3H2IN",
  "method": "wB97M-V/def2-TZVPD",
  "e_lumo_ev": [-1.1, -1.1],
  "mol_weight_g_mol": 178.960,
  "orbital_gap_ev": [8.124, 8.123],
  "smiles": "N#C/C=C/I",
  "elements": ["I", "N", "C", "C", "C", "H", "H"],
  "xyz": [[-2.89106, 0.15443, 0.04404], [2.71175, -0.14515, 0.02959], [1.61295, 0.10543, -0.00644], [0.20912, 0.48823, 0.07605], [-1.00680, -0.57768, 0.12369], [-0.66528, -1.59647, 0.02663], [0.02933, 1.57121, -0.29357]]
}

---

Q | {
  "formula": "C3H2IN",
  "method": "wB97M-V/def2-TZVPD",
  "e_lumo_ev": [-1.6, -1.1],
  "mol_weight_g_mol": 178.960,
  "orbital_gap_ev": [7.346, 8.633],
  "elements": ["I", "N", "C", "C", "C", "H", "H"],
  "xyz": [[2.97245, -0.04665, -0.07894], [-2.57637, 0.56292, 0.07319], [-0.46704, -0.83109, -0.07217], [1.04860, 0.63951, 0.02624], [-1.66030, -0.16184, -0.08248], [0.87993, 1.51042, -0.40641], [-0.19725, -1.67327, 0.54058]]
}

---

R | {
  "formula": "C3H2IN",
  "method": "wB97M-V/def2-TZVPD",
  "e_lumo_ev": [-0.8, -0.8],
  "mol_weight_g_mol": 178.960,
  "orbital_gap_ev": [6.993, 6.993],
  "elements": ["I", "N", "C", "C", "C", "H", "H"],
  "xyz": [[3.90021, -0.04271, 0.00649], [-0.17303, -0.16282, -0.09941], [-0.68868, 0.89851, 0.02426], [1.11161, -0.60731, 0.02844], [1.90703, 0.49348, 0.05622], [-1.38006, 1.74053, 0.24566], [1.43598, -1.73095, 0.09982]]
}

---

Most stable: P (next structure +64.2 kcal/mol)